No. 1
Entry from the OMol25 dataset: a molecular structure, C46H50Cl2N5O4RhSTe (ωB97M-V/def2-TZVPD).

orbital gap (spin up / spin down) = 0.1662 / 0.1968 hartree
molar mass = 1070.4 g/mol
LUMO energy (spin up / spin down) = 2.32 / 0.82 eV
HOMO (spin up / spin down) = -2.20 / -4.54 eV
energy relative to the best compared isomer or geometry (same formula, charge and spin) = 17.4 kcal per mole
calculated total energy = -4054.6210 a.u.

```
! wB97M-V def2-TZVPD RIJCOSX def2/J DEFGRID3
* xyz -1 6
Rh -0.2415 -2.0039 -1.4443
C -6.4096 -2.5118 4.4004
C -5.1468 -2.1571 3.6619
C -5.1164 -2.0882 2.2764
C -3.9470 -1.7594 1.5992
C -2.7958 -1.4941 2.3123
C -2.8068 -1.5503 3.7027
C -3.9729 -1.8828 4.3657
S -1.2403 -1.0930 1.5384
O -0.3673 -2.1950 1.8526
O -0.8936 0.1923 2.1108
N -1.4903 -1.0235 -0.0427
C -2.0384 0.1794 -0.5936
C -2.8460 1.0878 0.0925
C -3.3598 2.1975 -0.5685
C -3.1073 2.4067 -1.9118
C -2.3139 1.5067 -2.6386
C -2.0462 1.6356 -4.0342
C -1.2798 0.6478 -4.6664
C -0.7508 -0.3890 -3.9451
N -0.9345 -0.5018 -2.5953
C -1.7557 0.4003 -1.9486
H -7.2268 -2.7151 3.7088
H -6.7209 -1.6983 5.0591
H -6.2653 -3.3977 5.0221
H -6.0182 -2.2935 1.7102
H -3.9290 -1.7130 0.5208
H -1.9000 -1.3350 4.2536
H -3.9776 -1.9297 5.4495
H -3.0524 0.9602 1.1439
H -3.9671 2.9041 -0.0152
H -3.5230 3.2671 -2.4242
H -2.4647 2.4682 -4.5843
H -1.0844 0.6898 -5.7307
H -0.1431 -1.1509 -4.4127
O 1.3000 -3.6450 -3.3368
N 1.0647 -2.6081 -2.8801
Cl -2.3379 -4.5592 0.8993
C -0.7574 -5.2192 1.0374
C -0.5842 -6.3472 1.8099
C 0.6742 -6.9176 1.9511
C 1.7743 -6.3570 1.3125
C 1.6165 -5.2288 0.5419
Cl 2.9744 -4.5366 -0.2518
C 0.3434 -4.6024 0.3667
N 0.2375 -3.5094 -0.3587
H -1.4464 -6.7735 2.3036
H 0.7982 -7.8019 2.5619
H 2.7601 -6.7896 1.4112
C -3.5030 -3.9222 -3.8594
C -2.9327 -2.7710 -3.0236
C -3.9906 -2.2951 -2.0393
C -1.6459 -3.2640 -2.3624
H -4.4306 -3.6238 -4.3557
H -3.7253 -4.7853 -3.2230
H -2.7958 -4.2458 -4.6264
H -2.7084 -1.9512 -3.7092
H -4.2332 -3.0890 -1.3236
H -4.9105 -2.0207 -2.5634
H -3.6498 -1.4222 -1.4912
H -1.0528 -3.7576 -3.1354
H -1.9076 -4.0325 -1.6347
C 3.9513 -0.8570 -0.5234
C 2.6369 -1.1807 -1.1973
O 2.7400 -1.9809 -2.1962
N 1.4902 -0.7067 -0.8087
Te 1.2186 1.3553 0.3201
C 2.8089 2.1855 -0.8464
C 4.0417 2.5436 -0.2892
C 4.4284 2.3144 1.1485
C 5.0064 3.1452 -1.1006
C 4.7915 3.3915 -2.4442
C 5.8426 4.0445 -3.3011
C 3.5714 3.0071 -2.9855
C 2.5793 2.4120 -2.2164
C 1.3003 2.0122 -2.8913
C 1.5068 2.9406 1.8110
C 1.4258 4.2808 1.4237
C 1.0801 4.7242 0.0238
C 1.6776 5.2768 2.3719
C 1.9789 4.9765 3.6884
C 2.2486 6.0613 4.6972
C 2.0084 3.6366 4.0629
C 1.7735 2.6173 3.1493
C 1.8175 1.1892 3.6262
H 4.4890 -1.7938 -0.3768
H 3.8018 -0.3658 0.4324
H 4.5480 -0.2185 -1.1762
H 3.8535 1.5126 1.6053
H 4.2653 3.2119 1.7496
H 5.4867 2.0519 1.2066
H 5.9602 3.4156 -0.6565
H 6.7463 4.2508 -2.7272
H 5.4822 4.9896 -3.7133
H 6.1157 3.4058 -4.1436
H 3.3783 3.1758 -4.0406
H 1.2760 2.3657 -3.9216
H 0.4178 2.4000 -2.3771
H 1.1972 0.9271 -2.8969
H 0.4216 4.0153 -0.4777
H 1.9769 4.8294 -0.5916
H 0.5739 5.6906 0.0537
H 1.6214 6.3169 2.0629
H 2.1932 7.0480 4.2368
H 3.2413 5.9518 5.1394
H 1.5240 6.0301 5.5139
H 2.2228 3.3777 5.0961
H 2.0975 1.1451 4.6796
H 2.5355 0.5928 3.0570
H 0.8507 0.6995 3.4975
*
```

No. 2
Entry from the OMol25 dataset: a molecular structure, C46H50FIN9O2PRe (ωB97M-V/def2-TZVPD).

orbital gap (spin up / spin down) = 0.2159 / 0.2319 hartree
molar mass = 1124.1 g/mol
LUMO energy (spin up / spin down) = -0.64 / -0.61 eV
HOMO (spin up / spin down) = -6.51 / -6.92 eV
energy relative to the best compared isomer or geometry (same formula, charge and spin) = 17.2 kcal per mole
calculated total energy = -3243.4768 a.u.

```
! wB97M-V def2-TZVPD RIJCOSX def2/J DEFGRID3
* xyz 0 2
Re 1.3768 0.9288 0.0399
C 4.6484 -2.0425 0.3981
C 5.8445 -1.3636 0.1895
C 5.8072 -0.0246 -0.1168
C 4.5756 0.6442 -0.2014
N 3.4246 -0.0141 0.0312
C 3.4784 -1.3354 0.3097
N 4.6488 1.9742 -0.5719
C 3.6652 2.7849 -0.6769
N 2.3200 2.6010 -0.4035
C 1.6206 3.7774 -0.7341
N 0.3684 4.0222 -0.6739
C -0.5989 3.1749 -0.1469
C -1.8873 3.6223 -0.0920
C -2.9259 2.7592 0.4205
C -2.6295 1.5716 0.9564
C -1.2017 1.1185 1.0844
N -0.2709 1.8973 0.2615
C 2.6025 4.7537 -1.2352
C 2.4439 6.0484 -1.6946
C 3.5841 6.7210 -2.1138
C 4.8403 6.1133 -2.0668
C 4.9906 4.8148 -1.6012
C 3.8482 4.1520 -1.1894
H 4.6223 -3.1006 0.6234
H 6.7929 -1.8845 0.2542
H 6.6999 0.5513 -0.3109
H 2.5268 -1.8219 0.4551
H -2.1003 4.6219 -0.4420
H -3.9531 3.1081 0.3979
H -3.3877 0.9524 1.4209
H -0.9015 1.2949 2.1326
H 1.4610 6.5048 -1.7260
H 3.5038 7.7350 -2.4860
H 5.7082 6.6684 -2.4035
H 5.9575 4.3250 -1.5622
I 3.6871 4.4227 -6.1030
C 3.1002 2.7806 -4.9538
C 1.9804 2.8808 -4.1420
C 1.6084 1.7945 -3.3603
C 2.3513 0.6231 -3.3763
C 3.4462 0.5216 -4.2298
C 3.8290 1.5990 -5.0155
C 2.0329 -0.5415 -2.4902
O 2.5186 -1.6291 -2.6865
O 1.1943 -0.3075 -1.4753
H 1.3986 3.7942 -4.1106
H 0.7076 1.8740 -2.7680
H 4.0089 -0.4036 -4.2447
H 4.6936 1.5232 -5.6642
F 2.4308 0.4791 6.1686
C 2.2005 0.5681 4.8391
C 2.4861 1.7439 4.1805
C 2.2432 1.8098 2.8107
C 1.7102 0.7323 2.0882
C 1.4450 -0.4386 2.8131
C 1.6883 -0.5300 4.1768
H 2.8918 2.5873 4.7278
H 2.4753 2.7390 2.2980
H 1.0176 -1.3005 2.3033
H 1.4850 -1.4415 4.7304
N -0.8424 -0.2695 0.7845
P -1.8926 -1.4333 0.7300
N -2.7183 -1.6597 2.1564
C -3.9033 -2.5204 2.3472
C -3.8167 -3.3170 3.6458
C -3.7458 -2.3779 4.8629
C -3.0528 -1.0532 4.5001
C -2.0219 -1.2682 3.4034
N -1.0317 -2.8270 0.4241
C -0.1835 -2.9874 -0.7651
C -0.8272 -3.8805 -1.8202
C -1.2390 -5.2308 -1.2269
C -2.1107 -5.0227 0.0131
C -1.3789 -4.1187 1.0038
N -3.1126 -1.1954 -0.3921
C -4.5355 -0.9785 -0.0938
C -5.1610 -0.0094 -1.0883
C -5.0480 -0.5340 -2.5222
C -3.6358 -1.0961 -2.7971
C -2.6581 -0.6819 -1.7058
H -4.0197 -3.1821 1.4872
H -4.8116 -1.9126 2.3927
H -2.9393 -3.9641 3.6298
H -4.6843 -3.9747 3.7139
H -3.1954 -2.8736 5.6647
H -4.7474 -2.1809 5.2493
H -2.5751 -0.6114 5.3741
H -3.7845 -0.3245 4.1383
H -1.2977 -2.0353 3.7167
H -1.4502 -0.3633 3.2227
H 0.7672 -3.4377 -0.4480
H 0.0654 -2.0097 -1.1601
H -0.1251 -4.0158 -2.6474
H -1.7127 -3.3814 -2.2258
H -0.3390 -5.7875 -0.9345
H -1.7574 -5.8386 -1.9718
H -2.3455 -5.9785 0.4903
H -3.0607 -4.5547 -0.2736
H -0.4410 -4.6097 1.2956
H -1.9467 -3.9760 1.9166
H -4.6506 -0.5810 0.9158
H -5.0834 -1.9308 -0.1300
H -4.6630 0.9625 -0.9992
H -6.2056 0.1430 -0.8143
H -5.2837 0.2702 -3.2217
H -5.7950 -1.3139 -2.6841
H -3.2599 -0.7575 -3.7639
H -3.6628 -2.1869 -2.8327
H -2.5474 0.4073 -1.6797
H -1.6664 -1.0743 -1.9228
*
```

No. 3
Entry from the OMol25 dataset: a molecular structure, C46H50N7O2S2Ta in a non-equilibrium geometry (ωB97M-V/def2-TZVPD).

orbital gap (spin up / spin down) = 0.2054 / 0.2054 hartree
molar mass = 978.0 g/mol
LUMO energy (spin up / spin down) = -1.66 / -1.66 eV
HOMO (spin up / spin down) = -7.24 / -7.24 eV
energy relative to the best compared isomer or geometry (same formula, charge and spin) = 0.0 kcal per mole
calculated total energy = -3170.2344 a.u.

```
! wB97M-V def2-TZVPD RIJCOSX def2/J DEFGRID3
* xyz 0 1
Ta -0.0155 -0.1919 0.1151
C -2.6349 3.8140 4.2880
C -2.1620 2.3716 4.6544
C -1.1107 1.8662 3.7335
C 0.2069 1.7554 3.9606
C 0.9627 2.0251 5.2182
C 1.4331 3.4819 5.2459
C 0.8073 1.3584 2.7228
C 2.1581 1.2075 2.5545
C 2.7672 0.9485 1.3376
C 4.1754 0.8356 1.1594
C 5.2593 0.8073 2.1913
C 5.4855 -0.5934 2.7500
C 4.4026 0.5810 -0.1876
C 3.1016 0.6163 -0.8195
C 2.8100 0.4528 -2.1686
C 1.5354 0.4546 -2.7268
N 0.3449 0.4332 -2.0726
C -0.6220 0.3925 -3.0153
C -1.9541 0.4517 -2.7882
C -2.5926 0.6717 -1.5735
N -1.9599 0.8455 -0.3547
C -2.9452 1.0422 0.5171
C -2.6696 1.3460 1.8594
C -1.3888 1.4559 2.3498
N -0.1731 1.1656 1.7227
C -4.2386 1.0080 -0.1110
C -4.0156 0.7469 -1.4478
C -4.9842 0.5124 -2.5893
C -5.3016 -0.9773 -2.7831
C -5.6385 1.0458 0.5575
C -6.0350 2.4326 0.9682
C -0.0290 0.3983 -4.3521
C 1.3131 0.4581 -4.1486
C 2.4456 0.5789 -5.1382
C 2.8259 2.0592 -5.3336
C -0.7317 0.3609 -5.6937
C -1.0164 1.7887 -6.1527
N 2.0865 0.8103 0.1423
C 5.6574 0.2628 -0.8425
C 5.7112 -1.1522 -1.4167
H -3.2847 4.1804 5.1004
H -3.1816 3.8193 3.3343
H -1.7772 4.5112 4.2005
H -3.0250 1.7035 4.7017
H -1.7415 2.3316 5.6378
H 1.7633 1.2882 5.3492
H 0.2968 1.8798 6.0650
H 1.9358 3.7555 4.2965
H 2.1132 3.6092 6.0825
H 0.6001 4.1647 5.3754
H 2.7353 1.1921 3.4549
H 4.9909 1.4949 3.0244
H 6.2304 1.0899 1.7510
H 4.6589 -0.9318 3.3330
H 6.3143 -0.5815 3.4855
H 5.7299 -1.2838 1.9295
H 3.6316 0.3469 -2.8271
H -2.6005 0.4390 -3.6383
H -3.4803 1.5685 2.5568
H -4.4816 0.7781 -3.4997
H -5.8473 1.1646 -2.4051
H -4.3909 -1.5264 -2.9883
H -6.0111 -1.1231 -3.5863
H -5.6933 -1.4111 -1.9040
H -5.6259 0.4558 1.4559
H -6.3729 0.6449 -0.1339
H -5.4710 2.8334 1.8008
H -7.0809 2.4348 1.2899
H -5.8510 3.1499 0.1454
H 2.1225 0.1555 -6.1057
H 3.2852 -0.0364 -4.8268
H 2.0121 2.5751 -5.8722
H 3.7357 2.1953 -5.9076
H 2.9627 2.5869 -4.3844
H -1.6603 -0.2225 -5.5948
H -0.1496 -0.2065 -6.4074
H -1.5669 2.3387 -5.3729
H -1.6458 1.8477 -7.0608
H -0.0131 2.2567 -6.2941
H 6.4897 0.4222 -0.1479
H 5.7995 0.9397 -1.6862
H 5.7835 -1.8795 -0.6052
H 6.5655 -1.2489 -2.1267
H 4.8119 -1.3036 -2.0279
N -0.4175 -3.5538 -3.0338
C -1.3289 -3.7598 -1.9137
C -1.7686 -2.4798 -1.2395
O -2.9060 -2.1769 -0.9507
O -0.7057 -1.6787 -1.0188
H 0.5379 -3.7692 -2.8431
H -0.3819 -2.5423 -3.2223
H -0.8538 -4.3898 -1.1064
H -2.2694 -4.2837 -2.1694
S -1.2397 -1.4180 1.9238
C -0.5132 -2.9770 2.0286
C -1.1595 -4.0379 2.7032
C -0.4849 -5.2156 2.9948
C -1.1133 -6.2586 3.7386
N -1.5480 -7.1863 4.2561
C 0.8876 -5.3545 2.6674
C 1.5105 -4.3245 1.9038
C 0.8152 -3.1633 1.5784
S 1.6501 -1.8084 0.8680
C 1.6769 -6.4128 3.1949
N 2.3615 -7.2079 3.6246
H -2.2183 -3.9540 2.9811
H 2.5817 -4.3746 1.7348
*
```

Number 1 is which compound? C46H50Cl2N5O4RhSTe

Which of these has the lowest molar mass? C46H50N7O2S2Ta

Which formula does entry 1 have? C46H50Cl2N5O4RhSTe

Which of these has the highest energy relative to the best compared isomer or geometry (same formula, charge and spin)? C46H50Cl2N5O4RhSTe